Record 1
Molecular formula: C2H10N2O2
Method: DFT, ωB97M-V/def2-TZVPD

Structure (XYZ):
```
16
C2H10N2O2, DFT ωB97M-V/def2-TZVPD
C 0.860 0.825 -1.182
N 0.518 -0.412 -0.507
O 2.128 -1.514 -0.949
H 2.529 -2.064 -0.262
H 1.184 -0.769 0.338
H 0.119 1.599 -0.953
H 0.956 0.584 -2.239
H 1.823 1.185 -0.824
C -1.884 -0.391 0.907
N -0.558 0.135 1.141
O -0.722 1.556 1.134
H -0.031 1.868 1.731
H -0.211 -0.986 -0.908
H -2.559 -0.125 1.729
H -1.811 -1.480 0.866
H -2.339 -0.011 -0.022
```

## Properties
- ΔE to the lowest compared entry with this formula, charge and spin (kcal/mol) = 166.9
- E (Eh) = -341.92794
- multiplicity = 1
- largest force on an atom (Eh/bohr) = 0.086
- highest occupied orbital energy (alpha / beta) (eV) = -7.42 / -8.20


Record 2
Molecular formula: C2H10N2O2
Method: DFT, ωB97M-V/def2-TZVPD

Structure (XYZ):
```
16
C2H10N2O2, DFT ωB97M-V/def2-TZVPD
N -0.785 -1.667 -0.126
C 0.688 -1.700 -0.133
O 1.198 -3.028 -0.530
H -1.083 -1.562 -1.062
H -1.141 -0.839 0.496
H 1.031 -1.630 0.951
H 1.274 -1.083 -0.797
H 0.513 -3.229 -1.185
N 0.116 2.335 -0.388
C -0.711 1.718 0.548
O 0.084 0.895 1.492
H 0.481 3.327 -0.239
H 0.172 2.148 -1.349
H -1.515 1.175 0.063
H -1.309 2.415 1.151
H 0.986 0.724 1.109
```

## Properties
- ΔE to the lowest compared entry with this formula, charge and spin (kcal/mol) = 63.7
- E (Eh) = -341.76801
- net charge = +1
- multiplicity = 2
- largest force on an atom (Eh/bohr) = 0.103
- highest occupied orbital energy (alpha / beta) (eV) = -14.77 / -13.65


Record 3
Molecular formula: C2H10N2O3
Method: DFT, ωB97M-V/def2-TZVPD

Structure (XYZ):
```
17
C2H10N2O3, DFT ωB97M-V/def2-TZVPD
N -0.398 -1.190 0.710
C -0.825 0.148 0.374
N -1.126 0.378 -1.012
C -2.483 0.365 -1.393
O -3.356 0.749 -0.668
H -1.097 -1.918 0.632
H 0.370 -1.552 0.149
H -1.698 0.360 0.996
H -0.065 0.873 0.696
H -0.562 -0.055 -1.730
H -2.672 0.004 -2.416
O 4.232 0.534 -0.049
H 3.485 0.203 0.481
H 3.970 0.321 -0.948
O 2.145 -0.517 1.561
H 2.474 -1.214 2.119
H 1.200 -0.679 1.359
```

## Properties
- SMILES string = NCNC=O.O.O
- ΔE to the lowest compared entry with this formula, charge and spin (kcal/mol) = 26.5
- E (Eh) = -417.43125
- multiplicity = 1
- largest force on an atom (Eh/bohr) = 0.048
- highest occupied orbital energy (eV) = -10.29


Record 4
Molecular formula: C2H10N2O3
Method: DFT, ωB97M-V/def2-TZVPD

Structure (XYZ):
```
17
C2H10N2O3, DFT ωB97M-V/def2-TZVPD
N -0.842 -0.064 -1.556
C -0.020 0.214 -0.375
C -0.143 -0.984 0.535
N -1.038 -0.888 1.555
O 0.527 -1.988 0.366
H -1.002 0.776 -2.099
H -0.361 -0.748 -2.132
H 1.034 0.375 -0.609
H -0.370 1.118 0.112
H -1.834 -0.279 1.429
H -1.255 -1.758 2.021
O -0.117 3.081 1.941
H -0.398 3.190 2.853
H -0.135 3.953 1.538
O 1.929 -1.656 -2.042
H 1.724 -1.883 -1.119
H 2.303 -2.459 -2.420
```

## Properties
- SMILES string = NCC(N)=O.O.O
- ΔE to the lowest compared entry with this formula, charge and spin (kcal/mol) = 11.1
- E (Eh) = -417.45585
- multiplicity = 1
- largest force on an atom (Eh/bohr) = 0.009
- highest occupied orbital energy (eV) = -9.27


Record 5
Molecular formula: C2H10N2O3
Method: DFT, ωB97M-V/def2-TZVPD

Structure (XYZ):
```
17
C2H10N2O3, DFT ωB97M-V/def2-TZVPD
N -0.967 1.865 0.558
C 0.074 1.107 -0.124
C -0.616 -0.008 -0.980
N -1.557 -0.640 -0.237
O -0.056 -0.537 -1.932
H -0.827 2.809 0.205
H -0.985 1.900 1.554
H 0.779 0.623 0.611
H 0.750 1.740 -0.888
H -2.334 -0.189 0.188
H -1.710 -1.534 -0.650
O 0.168 -1.669 3.257
H 0.988 -2.093 3.234
H -0.389 -2.296 3.703
O 2.597 -0.512 -2.713
H 1.830 -0.221 -2.235
H 2.253 -0.345 -3.551
```

## Properties
- SMILES string = NCC(N)=O.O.O
- ΔE to the lowest compared entry with this formula, charge and spin (kcal/mol) = 35.1
- E (Eh) = -417.41761
- multiplicity = 1
- largest force on an atom (Eh/bohr) = 0.065
- highest occupied orbital energy (eV) = -9.51


Record 6
Molecular formula: C2H10N2P
Method: DFT, ωB97M-V/def2-TZVPD

Structure (XYZ):
```
15
C2H10N2P, DFT ωB97M-V/def2-TZVPD
C 1.683 -0.495 0.481
P 0.008 -0.021 -0.021
C -0.233 0.744 -1.593
N -0.390 1.158 1.048
N -1.494 -1.432 0.433
H 2.315 0.382 0.175
H 2.114 -1.452 0.173
H 1.619 -0.461 1.468
H -1.248 0.870 -1.905
H 0.160 0.143 -2.398
H 0.402 1.696 -1.616
H -0.920 1.967 0.636
H -0.934 0.859 1.877
H -1.333 -1.708 1.426
H -1.749 -2.250 -0.185
```

## Properties
- SMILES string = CP(C)(N)=[NH2+]
- ΔE to the lowest compared entry with this formula, charge and spin (kcal/mol) = 33.0
- E (Eh) = -532.78968
- net charge = +1
- multiplicity = 1
- largest force on an atom (Eh/bohr) = 0.092
- highest occupied orbital energy (eV) = -14.41